Version one
15
Properties=species:S:1:pos:R:3:nbo_charge:R:1 method="wB97M-V/def2-TZVPD" lumo_energy_ev=0.27 homo_ev=-9.40 orbital_gap_ev=9.663
O 2.052 0.663 1.700 -0.595
H -1.218 1.334 -0.508 0.213
C 1.198 0.646 0.737 0.645
H -0.419 -0.005 1.514 0.200
H 1.060 -1.955 1.945 0.490
H 1.028 2.545 -0.321 0.367
H -1.967 -1.732 -0.772 0.477
H -0.453 1.360 -2.065 0.219
C -0.506 -0.517 -0.732 0.040
N 0.957 1.208 -0.498 -0.560
H -0.065 -1.471 -1.159 0.230
C 0.149 -0.459 0.676 -0.022
C -0.316 0.934 -1.021 -0.266
O -1.952 -0.704 -0.412 -0.717
O 0.451 -1.847 0.914 -0.718

=====

Version two
15
Properties=species:S:1:pos:R:3:nbo_charge:R:1 method="wB97M-V/def2-TZVPD" lumo_energy_ev=0.14 homo_ev=-10.33 orbital_gap_ev=10.472
H 0.902 1.854 1.331 0.226
O -3.054 -1.225 0.526 -0.349
O -3.651 0.773 0.067 -0.379
C -1.479 0.178 -0.310 0.304
H 1.244 0.185 0.702 0.223
C -0.619 -1.535 -0.837 -0.574
H -1.609 -1.995 -1.066 0.241
H 0.126 -1.327 -1.585 0.208
N -2.846 -0.145 0.094 0.499
C 0.814 1.123 0.535 -0.646
H 1.367 1.416 -0.360 0.234
O -1.112 1.273 -1.072 -0.444
C -0.711 1.232 0.280 0.051
H -1.330 1.860 0.906 0.200
H -0.067 -1.721 0.041 0.204

=====

Most stable: version one. Least stable: version two.

=====

Version one
56
Properties=species:S:1:pos:R:3:nbo_charge:R:1 method="wB97M-V/def2-TZVPD" smiles="COc1ccc(-c2nnc(CSc3nc4ccccc4c(=O)n3CC(C)C)o2)cc1OC" lumo_energy_ev=0.44 homo_ev=-8.03 orbital_gap_ev=8.471
H -1.088 -5.515 6.806 0.177
C -1.169 1.242 -4.172 0.265
C -1.690 4.450 -0.497 -0.611
O -1.144 4.823 -3.734 -0.602
C 1.634 -3.884 4.330 0.333
O 2.784 -4.503 4.705 -0.492
C -3.022 1.880 -6.148 -0.235
H -3.742 2.114 -6.918 0.217
H 0.194 -5.607 8.039 0.203
C 0.458 5.228 0.552 -0.603
H -3.120 -0.233 -6.503 0.216
C -0.673 -3.443 4.920 -0.294
H 3.725 -4.812 2.880 0.176
C -1.753 0.228 -4.938 -0.242
H -2.713 3.924 -5.558 0.235
S 1.477 1.419 -1.309 0.262
H 2.286 -0.838 -1.313 0.250
O 1.084 -1.604 0.799 -0.414
C 1.471 -3.139 3.180 -0.284
C -0.238 -4.990 7.254 -0.252
H -2.178 3.646 -1.043 0.211
C 0.511 4.160 -1.694 -0.233
C -0.199 4.171 -0.332 -0.228
N -0.717 -0.553 0.128 -0.280
H -0.004 5.233 1.536 0.215
C 3.910 -4.383 3.871 -0.253
N -0.243 0.920 -3.219 -0.559
H -1.847 5.379 -1.041 0.214
N -0.046 3.179 -2.607 -0.444
H -1.513 -3.554 5.587 0.224
H -0.075 3.191 0.139 0.211
H -1.772 -2.231 3.529 0.238
H 2.285 -3.002 2.486 0.228
H 0.759 -0.603 -2.261 0.309
C 0.542 -4.042 5.220 0.263
C 0.251 1.861 -2.501 0.345
C -2.669 0.551 -5.912 -0.172
H -1.471 -0.795 -4.744 0.223
H 0.340 6.215 0.111 0.204
H 1.519 5.024 0.671 0.206
C -0.931 3.637 -3.599 0.671
H 1.577 3.954 -1.564 0.211
O 0.796 -4.789 6.320 -0.476
C -0.830 -2.697 3.765 -0.161
N -1.002 -1.143 1.299 -0.291
H 4.223 -3.339 3.763 0.176
H -2.165 4.530 0.478 0.213
C 0.513 -0.834 -0.156 0.436
H -0.580 -4.043 7.684 0.177
H 4.701 -4.946 4.364 0.203
C 0.072 -1.766 1.691 0.459
H 0.386 5.133 -2.178 0.252
C 0.238 -2.542 2.893 -0.137
C -1.528 2.580 -4.405 -0.228
C -2.458 2.887 -5.400 -0.135
C 1.291 -0.398 -1.329 -0.596

=====

Version two
56
Properties=species:S:1:pos:R:3:nbo_charge:R:1 method="wB97M-V/def2-TZVPD" smiles="O=C(NCC(=O)N(c1cccnc1)[C@@H](C(=O)NC1CCCC1)c1ccco1)c1cccs1" lumo_energy_ev=0.52 homo_ev=-8.88 orbital_gap_ev=9.396
H 3.237 0.084 1.115 0.393
H 4.485 -2.325 0.902 0.223
H 5.292 0.723 -1.839 0.220
C 0.759 -0.121 0.836 -0.174
H 7.184 -0.300 -0.860 0.199
H 1.035 -0.482 1.834 0.260
H 5.725 -0.407 1.811 0.188
H 0.661 2.047 2.905 0.230
C -1.404 -0.256 -1.733 -0.152
H -3.309 -1.666 1.586 0.398
C 0.619 3.549 1.255 -0.318
C -3.055 1.453 -1.901 0.031
H -7.810 1.063 -0.642 0.228
H 7.011 1.021 0.298 0.212
C 0.663 2.269 1.857 -0.287
H -6.104 -0.532 -1.831 0.243
C -1.941 -2.735 0.388 -0.326
H 5.580 -2.413 -0.482 0.208
C 1.824 -0.605 -0.183 0.695
H -7.209 1.364 1.893 0.238
C -5.093 -0.736 0.045 -0.323
H 0.612 3.997 -0.924 0.209
H 0.579 4.494 1.755 0.232
N 3.078 -0.328 0.209 -0.607
C 0.635 3.329 -0.087 0.105
O -3.825 -1.957 -1.511 -0.617
S -5.299 -0.109 1.649 0.429
C 6.153 -0.893 0.932 -0.403
H -3.743 2.065 -2.469 0.192
N -3.132 -1.966 0.640 -0.608
O 1.530 -1.148 -1.221 -0.626
C -2.259 0.501 -2.516 -0.236
H 4.738 1.383 -0.306 0.208
C -6.065 -0.262 -0.792 -0.178
C -2.220 0.970 0.150 0.029
H -2.306 0.349 -3.583 0.223
C 5.176 0.503 -0.780 -0.415
N -0.524 -0.736 0.506 -0.454
C 0.700 1.367 0.832 0.262
C -6.977 0.595 -0.149 -0.260
H 3.867 -1.126 -1.485 0.241
H -1.905 -2.913 -0.692 0.264
N -3.033 1.689 -0.598 -0.425
O 0.179 -2.626 1.498 -0.619
C 6.516 0.148 -0.124 -0.403
H -0.745 -0.997 -2.158 0.251
C -0.657 -2.044 0.836 0.692
C 4.251 -0.711 -0.551 -0.064
H -2.232 1.190 1.211 0.199
O 0.689 2.016 -0.353 -0.400
C -3.981 -1.604 -0.356 0.660
C 5.098 -1.735 0.222 -0.412
C -6.689 0.769 1.168 -0.383
C -1.392 -0.024 -0.363 0.086
H 7.012 -1.481 1.251 0.216
H -1.982 -3.700 0.904 0.227

=====

Most stable: version two. Least stable: version one.

=====

Version one
15
Properties=species:S:1:pos:R:3:nbo_charge:R:1 method="wB97M-V/def2-TZVPD" lumo_energy_ev=0.52 homo_ev=-8.75 orbital_gap_ev=9.270
H -2.813 -2.257 -0.539 0.240
H -2.103 0.900 0.785 0.200
C -2.978 -1.270 0.076 -0.514
H 1.641 -1.651 -0.228 0.093
H -1.446 2.145 -0.355 0.387
H 1.997 1.430 -0.380 0.222
C -2.086 -0.260 0.230 0.110
H -3.830 -1.024 0.683 0.216
O -0.942 -0.324 -0.361 -0.473
C -0.007 0.644 -0.179 0.554
N -0.531 1.887 0.124 -0.828
H -0.118 2.745 0.349 0.418
C 1.373 0.479 -0.191 -0.476
C 2.191 -0.696 0.012 0.395
O 3.371 -0.787 0.253 -0.545

=====

Version two
15
Properties=species:S:1:pos:R:3:nbo_charge:R:1 method="wB97M-V/def2-TZVPD" lumo_energy_ev="-0.51 / -0.51" homo_ev="-9.44 / -9.44" orbital_gap_ev="8.933 / 8.932"
O 3.540 -0.031 -1.027 -0.350
C 1.344 -0.176 -0.372 0.070
C -0.725 -0.948 -0.412 -0.361
C -0.369 1.019 1.367 -0.603
H 0.208 1.028 2.343 0.236
N 2.665 0.171 -0.143 0.456
H -0.703 -0.852 -1.581 0.210
H 1.033 0.342 -2.049 0.014
H -0.196 1.906 0.876 0.229
H -1.373 0.888 1.467 0.220
H -1.604 -1.250 0.015 0.219
C 0.133 0.003 0.390 -0.010
H 1.102 -2.267 0.434 0.250
O 2.963 0.524 0.999 -0.362
C 0.608 -1.348 0.094 -0.219

=====

Version three
15
Properties=species:S:1:pos:R:3:nbo_charge:R:1 method="wB97M-V/def2-TZVPD" lumo_energy_ev=0.07 homo_ev=-10.07 orbital_gap_ev=10.138
C 2.222 0.635 0.088 -0.331
H -1.356 -1.529 1.216 0.506
H 3.286 0.765 0.957 0.185
O -2.143 0.866 -0.859 -0.570
H 0.630 1.998 0.474 0.221
H 2.382 -0.866 -1.120 0.179
H 2.504 0.962 -0.747 0.176
C 0.832 1.074 0.665 -0.403
O -2.195 -0.743 0.788 -0.634
H 0.494 1.017 1.446 0.182
C -1.527 0.064 -0.062 0.720
H 2.403 -1.633 0.451 0.203
N 0.495 -1.047 -0.526 -0.378
C 1.999 -0.882 -0.268 -0.240
C -0.041 0.046 -0.159 0.185

=====

Most stable: version one. Least stable: version two.

=====

Version one
15
Properties=species:S:1:pos:R:3:nbo_charge:R:1 method="wB97M-V/def2-TZVPD" lumo_energy_ev="0.16 / 0.16" homo_ev="-8.10 / -8.10" orbital_gap_ev="8.258 / 8.257"
H 0.444 -1.333 1.414 0.195
C -0.291 -0.549 -0.506 -0.441
C -0.805 1.711 0.375 0.426
C -1.395 0.423 -0.027 -0.503
O 3.590 0.992 -0.385 -0.647
H -1.859 0.059 0.950 0.227
O -1.224 2.767 -0.002 -0.517
H 0.321 0.049 -1.255 0.212
H -0.671 -1.427 -0.911 0.230
H 0.066 1.668 1.190 0.118
C 2.504 0.890 0.314 0.367
H -2.134 0.597 -0.855 0.237
C 0.680 -0.676 0.562 0.042
H 3.653 0.251 -1.046 0.459
N 1.773 -0.071 0.416 -0.405

=====

Version two
15
Properties=species:S:1:pos:R:3:nbo_charge:R:1 method="wB97M-V/def2-TZVPD" smiles=COc1[nH]ccc1O lumo_energy_ev=0.85 homo_ev=-7.92 orbital_gap_ev=8.763
O 0.952 -0.479 1.355 -0.523
C 0.305 0.534 0.241 0.353
H 1.686 2.065 0.576 0.429
O -1.639 -0.660 -0.663 -0.669
H -0.622 -1.812 1.476 0.173
H 1.001 -2.356 1.978 0.185
H -1.686 1.913 -1.923 0.220
C -0.918 1.656 -1.219 -0.359
C 0.117 2.452 -0.803 -0.062
H -2.371 -0.407 -1.237 0.482
N 0.859 1.756 0.097 -0.522
C 0.445 -1.768 1.243 -0.241
H 0.612 -2.193 0.248 0.168
C -0.809 0.418 -0.541 0.154
H 0.364 3.456 -1.079 0.214

=====

Version three
15
Properties=species:S:1:pos:R:3:nbo_charge:R:1 method="wB97M-V/def2-TZVPD" smiles="CO/C=C(/C#N)CO" lumo_energy_ev=0.46 homo_ev=-9.31 orbital_gap_ev=9.764
O 1.285 0.145 -0.150 -0.510
C -1.312 1.163 -0.517 -0.082
H 2.840 -0.352 1.322 0.196
N -3.008 -1.809 0.082 -0.311
H 2.608 -1.485 -0.287 0.187
H -1.633 1.605 -1.530 0.207
C 2.580 -0.312 0.112 -0.282
O -2.262 1.488 0.466 -0.699
H 3.384 0.403 -0.572 0.228
H -0.382 1.625 -0.402 0.176
H 0.429 -1.753 0.615 0.211
C -2.083 -1.125 -0.311 0.274
H -1.846 1.378 1.357 0.471
C 0.299 -0.684 0.073 0.200
C -0.898 -0.288 -0.257 -0.266

=====

Version four
15
Properties=species:S:1:pos:R:3:nbo_charge:R:1 method="wB97M-V/def2-TZVPD" smiles="O=C1[C@@H]2COC[C@H]1N2" lumo_energy_ev=0.61 homo_ev=-9.49 orbital_gap_ev=10.105
C 1.226 0.482 0.610 0.573
H -0.415 0.268 -2.476 0.214
C -0.505 -1.325 0.315 -0.118
O 2.356 0.691 0.969 -0.517
H 0.359 -1.948 0.096 0.203
H -0.867 1.874 1.293 0.366
H -1.152 -2.142 1.129 0.204
N -0.814 1.095 0.334 -0.568
C 0.402 1.065 -0.558 -0.206
H -0.340 0.035 2.289 0.236
C -0.192 -0.163 -1.489 -0.109
O -1.442 -0.885 -0.916 -0.492
H 0.966 2.048 -1.040 0.243
C -0.186 -0.049 1.133 -0.219
H 0.605 -1.046 -1.690 0.190

=====

Most stable: version two. Least stable: version four.